DFT (ωB97M-V/def2-TZVPD) results for C36H33N4O2TeTi as an isolated structure.

Its LUMO energy (spin up / spin down) is -2.72 / -3.04 eV. The value obtained for the calculated total energy is -78328.0262 eV. The value obtained for the energy relative to the best compared isomer or geometry (same formula, charge and spin) is 10.3 kcal per mole. Its expectation value of S² is 2.030. Its HOMO-LUMO gap (spin up / spin down) is 6.0065 / 7.2884 eV.

```
! wB97M-V def2-TZVPD RIJCOSX def2/J DEFGRID3
* xyz 1 3
Ti -0.17 0.03 0.14
C -3.25 2.58 -2.19
O -2.73 3.29 -1.03
C -1.92 2.45 -0.41
N -1.71 1.29 -0.96
C -2.47 1.25 -2.21
C -3.30 -0.01 -2.28
C -3.37 -0.73 -3.47
C -4.09 -1.92 -3.53
C -4.74 -2.40 -2.40
C -4.68 -1.67 -1.21
C -3.97 -0.49 -1.16
C -1.37 2.73 0.90
C -1.64 3.81 1.69
C -1.23 3.79 3.03
C -0.68 2.62 3.55
C -0.44 1.55 2.70
N -0.66 1.64 1.35
C -0.10 0.21 3.06
N -0.11 -0.72 2.15
C 0.33 -1.97 2.77
C 0.23 -1.63 4.27
O 0.18 -0.17 4.31
C -0.50 -3.14 2.31
C 0.10 -4.38 2.12
C -0.65 -5.47 1.69
C -2.01 -5.32 1.45
C -2.61 -4.09 1.64
C -1.86 -3.01 2.07
H -3.07 3.20 -3.06
H -4.32 2.45 -2.04
H -1.78 1.24 -3.06
H -2.86 -0.37 -4.35
H -4.14 -2.47 -4.46
H -5.29 -3.32 -2.44
H -5.20 -2.04 -0.33
H -3.92 0.07 -0.23
H -2.19 4.65 1.30
H -1.42 4.63 3.68
H -0.47 2.52 4.61
H 1.37 -2.15 2.49
H 1.10 -1.94 4.85
H -0.68 -2.00 4.73
H 1.16 -4.50 2.29
H -0.17 -6.43 1.54
H -2.59 -6.17 1.12
H -3.67 -3.97 1.46
H -2.34 -2.04 2.22
C -0.63 -3.93 -1.88
C 0.65 -4.45 -1.74
C 1.65 -3.68 -1.19
C 1.37 -2.38 -0.76
N 0.12 -1.88 -0.90
C -0.84 -2.63 -1.45
C 2.38 -1.48 -0.14
C 3.71 -1.88 -0.02
C 4.64 -1.02 0.54
C 4.25 0.24 0.98
C 2.92 0.63 0.85
C 1.96 -0.20 0.29
H -1.44 -4.50 -2.30
H 0.86 -5.47 -2.05
H 2.64 -4.09 -1.07
H -1.83 -2.18 -1.53
H 4.04 -2.85 -0.36
H 5.68 -1.33 0.63
H 4.97 0.91 1.42
H 2.64 1.62 1.21
C 0.39 -0.30 -4.00
Te 1.07 1.17 -2.60
C 3.11 0.60 -2.72
H -0.47 -0.83 -3.60
H 1.20 -1.01 -4.15
H 0.13 0.16 -4.95
H 3.47 0.79 -3.73
H 3.21 -0.45 -2.46
H 3.67 1.20 -2.01
*
```

Mulliken atomic charge list, values in e, 4 entries: Ti -0.5457; C -0.4636; O -0.5091; C 0.3020